Entry 1:
{
  "formula": "C10H20ClCrRu",
  "method": "wB97M-V/def2-TZVPD",
  "multiplicity": 9,
  "energy_ev": -54212.2080,
  "total_charge": -1,
  "lumo_ev": [2.80, 1.82],
  "s2": 20.07,
  "homo_ev": [-1.836, -4.567],
  "e_above_lowest_kj_mol": 132.1,
  "species": ["Ru", "Cl", "C", "H", "H", "H", "Cr", "C", "C", "C", "H", "H", "H", "H", "H", "H", "H", "H", "C", "C", "C", "C", "C", "C", "H", "H", "H", "H", "H", "H", "H", "H", "H"],
  "xyz": [[-0.441555, 0.194706, 0.154568], [-0.031203, -0.075067, -2.157034], [-0.437608, 1.298411, 1.821643], [-0.739510, 0.407149, 2.403258], [-1.143872, 2.105737, 1.587755], [0.532791, 1.837057, 1.992772], [-1.336554, 1.648496, -1.801436], [-1.278204, 3.712289, -1.629947], [-2.360408, 1.423334, -3.582287], [-2.421128, 1.045399, -0.242418], [-2.877884, 0.454367, -3.649707], [-3.212104, 2.124086, -3.577761], [-1.796298, 1.669055, -4.516018], [-1.387679, 4.010356, -0.574799], [-0.501838, 4.336064, -2.140465], [-2.233423, 4.044783, -2.089878], [-2.568786, 1.814566, 0.521429], [-3.351194, 0.706677, -0.813114], [3.808696, -2.306787, 2.002948], [2.484790, -2.965660, 1.667468], [2.722736, -4.018723, 0.586275], [1.875498, -3.572982, 2.935700], [1.521391, -1.992940, 1.115449], [0.924941, -0.944930, 0.738708], [4.509616, -3.052779, 2.388408], [3.698338, -1.571319, 2.801174], [4.301394, -1.831069, 1.144767], [3.366583, -4.865375, 0.855599], [1.736227, -4.440942, 0.424263], [3.099337, -3.520181, -0.316808], [1.706010, -2.710870, 3.616857], [0.911263, -3.973939, 2.573600], [2.479136, -4.387023, 3.412847]],
  "forces_ev_per_angstrom": [[-1.5, 0.6, -0.4], [1.3, -2.0, -0.7], [0.9, 1.6, -0.3], [0.1, 1.1, 0.6], [-0.1, -0.5, 0.8], [-0.7, -1.1, 0.5], [0.1, 2.7, -3.1], [-0.7, 0.9, -0.2], [-0.6, 0.7, -1.0], [-1.5, -1.5, 1.6], [0.5, -0.2, -0.2], [0.1, 0.2, 0.0], [-0.4, -0.5, 0.4], [0.4, 0.2, 0.0], [-0.3, -0.5, 0.5], [0.2, 0.0, 0.1], [-0.8, -0.2, -0.3], [1.0, 0.7, 0.8], [0.7, 0.4, 0.3], [0.6, -0.2, -0.2], [-0.4, -0.2, -0.1], [-0.4, 0.0, -0.2], [-0.6, 2.9, -0.4], [2.9, -4.8, 1.5], [0.0, -0.2, 0.0], [-0.1, 0.2, -0.1], [-0.3, 0.0, 0.1], [0.2, 0.4, 0.3], [-0.1, -0.2, -0.7], [-0.2, -0.3, 0.1], [-0.1, -0.9, -0.1], [0.2, 0.0, 0.8], [-0.3, 0.8, -0.4]],
  "lowdin_charge": [0.92, 0.11, -0.30, 0.00, -0.03, 0.02, 0.07, -0.29, -0.33, -0.32, -0.04, -0.04, -0.03, -0.05, -0.03, -0.04, -0.06, 0.00, -0.08, -0.68, -0.07, -0.07, -0.12, -0.29, 0.08, 0.08, 0.09, 0.08, 0.08, 0.09, 0.09, 0.08, 0.09]
}



Entry 2:
{
  "formula": "C5H11O3Yb",
  "method": "wB97M-V/def2-TZVPD",
  "multiplicity": 2,
  "energy_ev": -43017.7811,
  "total_charge": 2,
  "lumo_ev": [-8.02, -10.16],
  "s2": 0.76,
  "homo_ev": [-16.606, -16.545],
  "species": ["O", "H", "C", "O", "C", "C", "H", "H", "H", "H", "H", "H", "H", "C", "C", "O", "Yb", "H", "H", "H"],
  "xyz": [[0.476852, -1.111571, 0.480219], [1.308467, -1.098608, 1.083373], [-3.465210, -0.179923, 0.157722], [-2.085696, -0.498837, 0.329266], [-1.723848, -1.845008, 0.009433], [-0.451907, -2.163953, 0.761872], [-3.540531, 0.910772, 0.099716], [-3.834124, -0.640089, -0.767908], [-4.032524, -0.548555, 1.021044], [-1.583393, -1.915082, -1.078587], [-2.518654, -2.536469, 0.318546], [-0.041079, -3.115544, 0.404414], [-0.634015, -2.220214, 1.843126], [2.837119, 1.510770, -1.413722], [2.813226, 1.302170, -0.068106], [1.744210, 1.539031, 0.696281], [-0.394357, 0.997554, 0.457513], [2.232492, 2.304669, -1.862718], [3.594744, 0.999615, -2.008793], [3.721941, 1.001350, 0.475544]],
  "forces_ev_per_angstrom": [[2.4, 0.9, 1.3], [-2.0, -0.7, -1.4], [-0.8, -0.1, -0.1], [0.4, 0.1, 0.1], [0.0, -0.6, -0.1], [-0.3, -1.0, 0.3], [-0.2, -0.2, 0.0], [0.0, 0.3, 0.2], [0.1, 0.1, -0.3], [0.0, -0.1, 0.2], [0.2, 0.1, -0.1], [-0.1, 0.2, 0.2], [0.0, 0.0, -0.2], [0.4, 0.6, -1.8], [-2.2, 0.6, 4.3], [3.0, -0.6, -2.5], [-0.4, 0.9, 0.2], [-0.1, -0.5, 0.0], [-0.2, 0.3, 0.0], [-0.3, -0.2, -0.3]],
  "lowdin_charge": [-0.19, 0.17, -0.03, -0.37, -0.16, -0.16, 0.10, 0.12, 0.12, 0.15, 0.16, 0.15, 0.15, 0.20, -0.20, -0.21, 1.62, 0.11, 0.11, 0.15]
}



Entry 3:
{
  "formula": "C7H10",
  "method": "wB97M-V/def2-TZVPD",
  "multiplicity": 1,
  "energy_ev": -7418.5605,
  "lumo_ev": 1.10,
  "homo_ev": -8.761,
  "e_above_lowest_kj_mol": 238.7,
  "species": ["C", "C", "C", "C", "C", "C", "C", "H", "H", "H", "H", "H", "H", "H", "H", "H", "H"],
  "xyz": [[1.978040, -0.121371, -0.105553], [0.501456, 0.070244, 0.212900], [-0.527075, -0.787805, 1.067863], [-1.463132, -0.355842, -0.112055], [-0.239433, -0.501255, -1.000472], [-1.465182, 1.165068, 0.070067], [-0.192530, 1.449605, 0.373250], [2.035177, -0.386183, -1.177343], [2.550444, 0.795527, -0.005324], [2.449315, -0.949972, 0.424880], [-0.840341, -0.453766, 2.067233], [-0.276658, -1.853404, 1.080027], [-2.386274, -0.870998, -0.351273], [-0.138487, 0.097298, -1.904710], [0.083973, -1.532475, -1.190867], [-2.307932, 1.823584, -0.097735], [0.238647, 2.411753, 0.649109]],
  "forces_ev_per_angstrom": [[0.3, 0.1, 0.2], [0.1, 0.0, -0.3], [0.1, -0.1, 0.1], [-0.5, -0.1, 0.0], [-0.2, -0.1, -0.4], [0.2, 0.1, 0.2], [-0.1, -0.1, -0.6], [0.1, 0.1, 0.5], [0.3, 0.0, 0.4], [0.0, 0.2, 0.2], [0.4, 0.0, -0.3], [-0.1, 0.1, -0.1], [-0.2, 0.1, 0.2], [-0.2, 0.0, -0.1], [-0.2, 0.1, 0.1], [0.0, 0.0, 0.3], [0.0, -0.4, -0.2]],
  "lowdin_charge": [-0.03, -0.42, -0.06, -0.25, -0.15, -0.06, -0.03, 0.07, 0.07, 0.08, 0.11, 0.11, 0.12, 0.12, 0.12, 0.10, 0.10]
}



Entry 4:
{
  "formula": "C10H21N5OPdSSbSe4",
  "method": "wB97M-V/def2-TZVPD",
  "multiplicity": 1,
  "energy_ev": -302452.5069,
  "total_charge": -1,
  "lumo_ev": 2.14,
  "homo_ev": -4.169,
  "species": ["Pd", "C", "C", "N", "C", "C", "S", "C", "C", "N", "H", "H", "H", "H", "H", "H", "H", "H", "H", "H", "H", "H", "H", "H", "Se", "Sb", "Se", "Se", "Se", "C", "N", "C", "C", "O", "N", "C", "N", "H", "H", "H", "H", "H", "H", "H"],
  "xyz": [[-0.000135, -0.137260, 0.456121], [-0.446219, -2.945563, -1.462141], [-1.586076, -2.427011, -0.574859], [-1.672971, -0.948865, -0.552447], [-1.944766, -0.378006, -1.888080], [-1.312003, 0.985279, -2.099973], [0.416251, 1.096378, -1.574075], [1.411589, 0.029737, -2.636184], [1.156520, -1.493542, -2.682570], [0.724344, -2.094030, -1.449588], [-0.789636, -3.075311, -2.494029], [-0.201940, -3.943172, -1.086945], [-1.422944, -2.740487, 0.453396], [-2.539365, -2.852132, -0.918078], [-2.396553, -0.685405, 0.112268], [-3.025121, -0.308952, -2.048556], [-1.555387, -1.073427, -2.628956], [-1.800848, 1.734767, -1.470693], [-1.405527, 1.294084, -3.143822], [2.405708, 0.214496, -2.224255], [1.389558, 0.440698, -3.648225], [2.099026, -1.931297, -3.035860], [0.418763, -1.703002, -3.462410], [1.461263, -2.453088, -0.852359], [-1.021771, -1.151663, 2.591540], [1.510132, -1.503513, 2.546958], [2.415414, 0.298202, 1.059343], [2.116644, -0.710534, 4.767164], [2.019971, -3.671112, 1.606782], [-1.508256, 1.727254, 4.911420], [-1.728458, 2.155277, 3.546436], [-2.952144, 1.930240, 2.815819], [-2.489186, 2.175290, 1.372047], [-3.226682, 2.085944, 0.397758], [-1.155907, 2.434640, 1.365235], [-0.744717, 2.304422, 2.634784], [0.539957, 2.362278, 3.000864], [-2.437612, 1.846426, 5.466860], [-0.752371, 2.358908, 5.378900], [-1.178832, 0.685876, 4.960031], [-3.750769, 2.617432, 3.102156], [-3.299520, 0.897914, 2.916421], [1.189693, 2.247250, 2.229473], [0.833019, 1.807842, 3.803969]],
  "forces_ev_per_angstrom": [[0.2, 0.2, -0.9], [0.1, 0.0, 0.0], [-0.1, 0.0, 0.0], [-0.2, 0.0, 0.2], [0.0, 0.0, 0.0], [0.0, 0.0, -0.1], [-0.1, -0.3, 0.7], [0.0, -0.1, 0.0], [0.0, 0.0, 0.0], [0.0, -0.1, -0.1], [0.0, 0.0, 0.0], [0.0, 0.0, 0.0], [0.0, 0.0, 0.0], [0.0, 0.0, 0.0], [-0.1, 0.0, -0.2], [0.0, 0.1, 0.0], [0.0, 0.0, 0.0], [0.0, 0.0, 0.0], [0.0, 0.0, 0.0], [0.0, 0.0, 0.0], [0.0, 0.0, 0.0], [0.0, 0.0, 0.0], [0.0, 0.0, 0.0], [0.0, 0.1, 0.1], [0.7, 0.3, -0.6], [0.2, -0.2, 1.0], [-0.6, 0.1, -0.2], [0.0, -0.1, 0.0], [0.0, 0.0, -0.1], [0.0, 0.0, 0.0], [0.0, 0.0, 0.0], [0.0, 0.0, -0.1], [0.1, -0.1, 0.1], [0.0, 0.0, 0.0], [0.1, 0.1, 0.1], [-0.1, 0.1, 0.0], [0.1, 0.0, 0.0], [0.0, 0.0, 0.0], [0.0, 0.0, 0.0], [0.0, 0.0, 0.0], [0.0, 0.0, 0.0], [0.0, 0.0, 0.0], [0.0, 0.0, 0.0], [-0.1, 0.0, 0.0]],
  "lowdin_charge": [0.21, -0.22, -0.22, -0.19, -0.24, -0.42, 0.84, -0.44, -0.27, -0.09, 0.10, 0.11, 0.03, 0.12, 0.07, 0.13, 0.09, 0.05, 0.08, 0.05, 0.07, 0.12, 0.10, 0.02, 0.11, -0.32, 0.02, -0.25, -0.20, -0.06, -0.11, -0.08, -0.52, -0.01, 0.14, -0.48, 0.18, 0.09, 0.09, 0.04, 0.13, 0.10, 0.00, 0.04]
}



Entry 5:
{
  "formula": "C8H12",
  "method": "wB97M-V/def2-TZVPD",
  "multiplicity": 1,
  "energy_ev": -8485.8677,
  "lumo_ev": 0.40,
  "homo_ev": -7.232,
  "e_above_lowest_kj_mol": 358.4,
  "species": ["C", "C", "C", "C", "C", "C", "C", "C", "H", "H", "H", "H", "H", "H", "H", "H", "H", "H", "H", "H"],
  "xyz": [[-1.309184, -1.178004, -0.913562], [0.037619, -0.563332, -0.652735], [1.127583, -0.886184, -1.669859], [0.481681, 1.194597, -0.038504], [0.298852, 0.057288, 0.585822], [0.252787, -0.602181, 1.894458], [0.491219, -0.055231, 3.091874], [-0.305807, 2.341192, -0.556627], [-1.767193, -0.771364, -1.820147], [-1.264996, -2.266928, -0.998087], [-2.003773, -0.987564, -0.083836], [2.061168, -1.122619, -1.150097], [0.868245, -1.733579, -2.307187], [1.362861, -0.019429, -2.292702], [0.074523, -1.670317, 1.843738], [0.741367, 0.987320, 3.229819], [0.474087, -0.713882, 3.951995], [-0.214383, 3.218078, 0.094881], [-0.036585, 2.654685, -1.575169], [-1.370069, 2.117455, -0.634070]],
  "forces_ev_per_angstrom": [[-0.7, 0.7, 0.4], [1.2, 1.0, -1.8], [0.3, 0.1, 0.5], [-3.3, -2.0, -1.7], [1.3, -0.6, 2.5], [0.3, 0.7, 0.6], [-0.1, -0.5, -0.5], [0.7, 1.1, 0.1], [-0.1, -0.2, -0.1], [0.3, 0.0, -0.2], [0.1, 0.1, -0.1], [0.0, -0.1, 0.0], [-0.1, 0.0, 0.0], [-0.2, -0.2, -0.2], [-0.1, 0.0, -0.1], [0.0, 0.0, 0.0], [0.0, 0.3, 0.1], [0.0, 0.1, -0.1], [0.3, -0.1, 0.3], [0.0, -0.4, 0.3]],
  "lowdin_charge": [-0.06, -0.35, -0.07, 0.05, -0.31, -0.11, 0.03, -0.09, 0.08, 0.08, 0.08, 0.08, 0.07, 0.07, 0.11, 0.06, 0.05, 0.07, 0.07, 0.08]
}



Entry 6:
{
  "formula": "C7H10O",
  "method": "wB97M-V/def2-TZVPD",
  "multiplicity": 1,
  "energy_ev": -9467.1278,
  "lumo_ev": 0.97,
  "homo_ev": -8.297,
  "smiles": "C=C1OCC/C1=C/C",
  "e_above_lowest_kj_mol": 138.2,
  "species": ["C", "C", "O", "C", "C", "C", "C", "C", "H", "H", "H", "H", "H", "H", "H", "H", "H", "H"],
  "xyz": [[-0.040481, -1.585671, 1.315386], [-0.414323, -0.496256, 0.619734], [-1.684990, 0.029453, 0.776999], [-1.757183, 1.175685, -0.092434], [-0.783508, 0.980528, -1.265208], [0.218585, 0.195960, -0.514167], [1.540421, 0.169837, -0.776349], [2.659081, -0.531943, -0.041397], [-0.622810, -1.967433, 2.131924], [0.891291, -2.052996, 1.028409], [-1.491342, 2.061371, 0.486835], [-2.783022, 1.270582, -0.437403], [-1.312156, 0.353879, -1.983706], [-0.425694, 1.897990, -1.786505], [1.756161, 0.854948, -1.597590], [3.589361, 0.032274, -0.215332], [2.861397, -1.574434, -0.341663], [2.481179, -0.560642, 1.025654]],
  "forces_ev_per_angstrom": [[0.5, 1.0, -0.8], [-1.0, -1.1, 0.0], [0.7, 0.5, -0.6], [-0.8, 0.9, 0.0], [-0.9, 0.0, 0.5], [2.7, -1.1, 0.3], [-0.9, 0.4, -0.1], [0.3, 0.4, -0.5], [-0.2, -0.1, 0.1], [-0.1, -0.1, 0.3], [0.0, 0.1, 0.0], [-0.1, 0.0, 0.2], [0.2, -0.1, -0.3], [-0.2, -0.6, 0.7], [0.7, -0.4, 0.0], [-0.3, -0.3, 0.1], [-0.3, 0.4, -0.2], [-0.1, 0.1, 0.3]],
  "lowdin_charge": [0.09, -0.30, -0.04, -0.17, -0.11, -0.23, -0.07, -0.10, 0.06, 0.05, 0.12, 0.12, 0.12, 0.14, 0.10, 0.07, 0.08, 0.06]
}